The ion C8H15ClN3 with charge +1 in a non-equilibrium geometry. Source: the OMol25 dataset; level of theory: ωB97M-V with the def2-TZVPD basis set.

spin multiplicity	1
net charge	+1
HOMO	-12.4	eV
largest force on an atom	6.6	eV Å⁻¹
SMILES	CC(C)n1c(Cl)c[nH]c1=[N+](C)C
lowest unoccupied orbital energy	-2.71	eV
ΔE to the lowest compared entry with this formula, charge and spin	30.2	kcal/mol
E_tot	-937.99397	hartree

Structure (XYZ):
```
27
Properties=species:S:1:pos:R:3:mulliken_charge:R:1
C 1.98632 -2.31663 0.58334 -0.844
C 2.24496 -0.97972 0.42730 0.660
C 0.03385 -1.38508 -0.08350 0.295
C 1.73464 1.90556 -1.04961 -1.457
C 1.48879 1.77936 1.56327 -1.155
C -1.60235 0.04223 -1.24857 -0.960
C -2.13463 -2.06914 -0.21500 -1.046
C 0.95193 1.18669 0.15070 -0.250
N 1.08300 -0.30484 0.22339 0.270
N 0.63194 -2.53809 0.07253 -0.098
N -1.21054 -1.05128 -0.34086 0.069
Cl 3.79964 -0.26222 0.63658 -0.084
H 2.64045 -3.14123 0.56182 0.384
H 2.73329 2.13723 -0.70570 0.476
H 1.27269 2.89418 -1.10411 0.422
H 1.79992 1.37058 -1.96677 0.377
H 2.25054 1.12345 1.92683 0.333
H 0.67386 1.85628 2.40012 0.298
H 1.74521 2.81669 1.36166 0.411
H -2.51594 0.58993 -0.94188 0.330
H -0.80305 0.71916 -1.37211 0.299
H -1.79621 -0.43512 -2.26337 0.366
H -2.17803 -2.78417 -1.03357 0.342
H -1.83320 -2.69326 0.71333 0.415
H -3.07098 -1.47814 -0.12196 0.294
H -0.09127 1.45270 0.05968 0.557
H 0.06789 -3.38238 0.19166 0.298
```